1.
{"formula": "C3H13O5", "method": "ωB97M-V/def2-TZVPD", "fmax_ev_per_a": 6.226, "homo_ha": -0.1539, "total_charge": -1, "e_lumo_ev": 3.0, "de_lowest_ev": 2.003, "spin_multiplicity": 1, "species": ["C", "C", "O", "C", "O", "H", "H", "H", "H", "H", "H", "H", "H", "H", "O", "H", "H", "O", "H", "H", "O"], "positions_angstrom": [[0.3733, -0.8424, 0.4460], [-0.4947, -1.8501, -0.1911], [-1.3676, -1.2850, -0.9694], [0.9563, 0.1592, -0.7113], [0.1137, 1.2225, -0.8943], [1.2201, -1.3909, 1.0213], [-0.2073, -0.1009, 1.0071], [-0.0295, -2.7621, -0.6557], [-1.0074, -2.3551, 0.5357], [-1.4453, -0.2998, -0.9535], [1.8652, 0.3644, -0.2981], [1.1917, -0.4128, -1.6749], [-0.4759, 1.0160, -2.1816], [-1.6417, 0.3958, -3.3962], [-1.3539, 1.1416, -2.7972], [1.0791, -1.1024, 4.8541], [0.2282, -0.6552, 5.8596], [0.8657, -1.3695, 5.7179], [0.5135, 2.9810, -1.1181], [-0.6110, 3.4468, -1.9060], [0.2274, 3.6988, -1.6943]], "lowdin_charge": [-0.15, -0.45, -0.05, -0.37, -0.32, 0.12, 0.10, 0.13, 0.06, 0.10, 0.04, 0.12, 0.00, 0.02, -0.22, 0.00, 0.04, -0.04, -0.01, -0.05, -0.07]}

2.
{"formula": "C35H44Cl12INO4S", "method": "ωB97M-V/def2-TZVPD", "fmax_ev_per_a": 1.667, "homo_ha": -0.3315, "total_charge": 0, "e_lumo_ev": -0.3, "smiles": "CCOCCCCCc1c(CCCCN(C)C(C)=O)cc2c(c1S)C(=O)c1ccc([C@@H](I)CC)cc1C2=O.ClC(Cl)Cl.ClC(Cl)Cl.ClC(Cl)Cl.ClC(Cl)Cl", "spin_multiplicity": 1, "species": ["C", "C", "O", "C", "C", "C", "C", "C", "C", "C", "C", "C", "C", "C", "N", "C", "C", "C", "O", "C", "C", "C", "C", "S", "C", "O", "C", "C", "C", "C", "C", "I", "C", "C", "C", "C", "C", "O", "H", "H", "H", "H", "H", "H", "H", "H", "H", "H", "H", "H", "H", "H", "H", "H", "H", "H", "H", "H", "H", "H", "H", "H", "H", "H", "H", "H", "H", "H", "H", "H", "H", "H", "H", "H", "H", "H", "H", "H", "Cl", "C", "Cl", "Cl", "H", "Cl", "C", "Cl", "Cl", "H", "Cl", "C", "Cl", "Cl", "H", "Cl", "C", "Cl", "Cl", "H"], "positions_angstrom": [[-5.3178, -2.4331, 3.3943], [-5.3135, -1.9134, 1.9565], [-4.4009, -0.8549, 1.7864], [-4.2810, -0.5068, 0.4064], [-3.8800, 0.9743, 0.2459], [-3.0677, 1.1269, -1.0706], [-1.6635, 1.7393, -0.9059], [-0.8662, 1.2258, 0.3291], [0.5482, 0.7333, 0.0655], [0.8241, -0.2639, -0.8657], [-0.2548, -0.9456, -1.7200], [0.0477, -0.9068, -3.2508], [-0.7795, 0.0905, -4.0735], [-2.2583, -0.3364, -4.3425], [-2.5115, -1.7701, -4.1591], [-2.7323, -2.5061, -5.4230], [-3.5800, -2.0280, -3.2315], [-4.9520, -1.3545, -3.3682], [-3.4066, -2.8297, -2.3375], [2.1051, -0.7454, -1.0612], [3.1393, -0.2348, -0.3175], [2.8936, 0.7646, 0.6107], [1.6123, 1.2726, 0.8201], [1.3839, 2.5619, 2.0576], [4.1457, 1.2160, 1.3865], [4.4088, 2.3715, 1.6410], [5.0874, 0.0627, 1.7620], [5.6922, 0.0104, 3.0019], [6.5043, -1.0830, 3.2704], [6.6994, -2.0808, 2.3446], [7.5636, -3.3075, 2.6792], [9.0048, -3.7374, 1.1312], [8.1816, -3.2911, 4.0794], [8.7136, -4.6612, 4.5436], [6.0952, -2.0174, 1.0970], [5.2936, -0.9386, 0.8286], [4.5483, -0.7656, -0.4747], [5.0256, -1.0550, -1.5553], [-4.4540, -3.0634, 3.6334], [-6.2238, -3.0092, 3.6144], [-5.2936, -1.5551, 4.0553], [-5.1263, -2.7650, 1.2792], [-6.3396, -1.5583, 1.7396], [-3.5159, -1.1827, -0.0172], [-5.2339, -0.7254, -0.1038], [-4.8214, 1.5395, 0.2121], [-3.3535, 1.2996, 1.1473], [-3.0816, 0.1600, -1.5855], [-3.6356, 1.8186, -1.7136], [-1.0238, 1.6083, -1.7842], [-1.7917, 2.8255, -0.8036], [-1.3960, 0.3785, 0.7986], [-0.8983, 2.0200, 1.0778], [-0.2011, -2.0074, -1.4337], [-1.2594, -0.6170, -1.4537], [-0.0921, -1.9260, -3.6269], [1.1010, -0.6586, -3.4405], [-0.7847, 1.1065, -3.6704], [-0.2904, 0.1566, -5.0593], [-2.8844, 0.2074, -3.6208], [-2.5396, 0.0391, -5.3384], [-1.9331, -3.2447, -5.5573], [-2.7308, -1.8532, -6.3059], [-3.7210, -2.9866, -5.3926], [-4.8822, -0.3198, -3.0031], [-5.6986, -1.8630, -2.7558], [-5.2661, -1.3182, -4.4192], [2.2785, -1.5240, -1.7996], [1.1776, 1.8454, 3.1900], [5.4950, 0.8013, 3.7241], [6.9487, -1.1143, 4.2598], [6.8608, -4.1534, 2.6607], [9.0235, -2.5831, 4.0743], [7.4769, -2.9509, 4.8469], [9.6320, -4.9763, 4.0418], [8.9704, -4.5547, 5.6087], [7.9156, -5.4133, 4.5086], [6.2420, -2.7982, 0.3542], [-3.2811, 5.7825, 3.8015], [-2.4483, 4.5782, 2.8165], [-2.2311, 3.0763, 3.7193], [-3.3280, 4.2941, 1.3120], [-1.4678, 4.9644, 2.5655], [-4.9284, 2.8921, -4.1192], [-6.6679, 2.8483, -3.8233], [-7.3300, 1.2553, -4.2028], [-7.0214, 3.2856, -2.1497], [-7.1413, 3.5745, -4.4718], [2.2890, 1.2866, 5.7086], [3.8196, 2.1329, 5.9078], [3.7165, 3.3489, 7.1797], [5.0850, 0.9590, 6.2282], [4.0589, 2.6352, 4.9764], [0.0464, 5.7723, -3.9081], [-1.6332, 5.3166, -3.6274], [-2.7037, 6.1521, -4.7549], [-1.8330, 3.5659, -3.7601], [-1.9024, 5.6120, -2.6209]], "lowdin_charge": [-0.08, -0.31, -0.15, -0.22, -0.16, -0.20, -0.20, -0.15, -0.15, -0.14, -0.10, -0.17, -0.17, -0.18, -0.13, -0.04, -0.47, -0.01, 0.10, 0.04, -0.08, -0.10, -0.42, 0.82, -0.27, 0.09, -0.08, -0.01, -0.02, -0.26, -0.67, 0.87, -0.34, -0.13, 0.00, -0.09, -0.26, 0.13, 0.07, 0.07, 0.08, 0.12, 0.12, 0.12, 0.12, 0.10, 0.08, 0.06, 0.07, 0.07, 0.07, 0.13, 0.04, 0.13, 0.08, 0.11, 0.11, 0.04, 0.11, 0.08, 0.12, 0.09, 0.08, 0.09, 0.05, 0.09, 0.08, 0.14, -0.15, 0.06, 0.10, 0.09, 0.11, 0.10, 0.05, 0.07, 0.08, 0.11, 0.53, -1.54, 0.54, 0.56, 0.01, 0.51, -1.53, 0.54, 0.53, 0.01, 0.54, -1.55, 0.54, 0.57, 0.01, 0.54, -1.52, 0.53, 0.56, 0.02]}

3.
{"formula": "C2HBr2ClO", "method": "ωB97M-V/def2-TZVPD", "fmax_ev_per_a": 2.795, "homo_ha": -0.3152, "total_charge": 0, "e_lumo_ev": -0.5, "de_lowest_ev": 3.692, "spin_multiplicity": 1, "species": ["C", "C", "O", "Cl", "Br", "Br", "H"], "positions_angstrom": [[-1.3643, -0.4366, -0.1468], [1.6107, 0.6005, 0.7800], [-0.4092, 0.2490, -0.2837], [-2.6255, -0.6109, -1.2953], [2.2477, 2.0266, -0.0926], [2.1553, -1.0571, 0.1381], [-1.6146, -0.7714, 0.9004]], "lowdin_charge": [-0.73, -1.15, -0.15, 0.68, 0.65, 0.58, 0.12]}

4.
{"formula": "C35H41N3OPdS3SiTe", "method": "ωB97M-V/def2-TZVPD", "s2": 0.888, "fmax_ev_per_a": 3.284, "homo_ha": [-0.1484, -0.1754], "total_charge": -1, "e_lumo_ev": [1.7, 1.8], "de_lowest_ev": 1.272, "spin_multiplicity": 2, "species": ["Pd", "C", "Si", "C", "C", "C", "C", "C", "C", "N", "C", "S", "H", "H", "H", "H", "H", "H", "H", "H", "H", "H", "H", "H", "S", "C", "N", "C", "C", "C", "C", "C", "C", "S", "H", "H", "H", "H", "C", "C", "O", "N", "Te", "C", "C", "C", "C", "C", "C", "C", "C", "C", "C", "C", "C", "C", "C", "C", "C", "C", "C", "H", "H", "H", "H", "H", "H", "H", "H", "H", "H", "H", "H", "H", "H", "H", "H", "H", "H", "H", "H", "H", "H", "H", "H", "H"], "positions_angstrom": [[0.8480, 0.0683, -0.1682], [4.8443, -1.0242, 4.7503], [4.5208, -2.2121, 3.2956], [5.7137, -1.7392, 1.9173], [4.9133, -3.9690, 3.9057], [2.6616, -2.0519, 2.9949], [1.8023, -2.2535, 4.0648], [0.4454, -1.9627, 3.9669], [-0.0091, -1.4005, 2.7897], [0.7782, -1.2187, 1.7384], [2.0775, -1.5759, 1.7952], [2.9000, -1.4031, 0.3007], [5.9061, -0.9661, 4.9922], [4.3130, -1.3425, 5.6479], [4.5008, -0.0168, 4.5138], [6.7358, -1.6903, 2.3000], [5.4575, -0.7672, 1.4994], [5.6845, -2.4540, 1.0971], [5.9470, -4.0330, 4.2485], [4.7820, -4.7047, 3.1122], [4.2708, -4.2643, 4.7360], [2.2000, -2.6399, 4.9978], [-0.2310, -2.1415, 4.7909], [-1.0400, -1.0856, 2.6725], [-1.5724, 0.3303, 0.3351], [-2.1017, 0.9074, -1.1769], [-1.3837, 1.3419, -2.1676], [-2.1520, 1.7375, -3.2474], [-1.6608, 2.2245, -4.4576], [-2.5570, 2.6034, -5.4405], [-3.9319, 2.5000, -5.2407], [-4.4368, 2.0003, -4.0525], [-3.5419, 1.6223, -3.0632], [-3.8661, 0.9671, -1.4873], [-0.5921, 2.2679, -4.6059], [-2.1825, 2.9847, -6.3821], [-4.6184, 2.8055, -6.0201], [-5.5031, 1.9046, -3.8974], [1.3078, -1.0627, -3.0998], [1.7106, 0.4068, -2.9663], [1.8455, 1.1336, -3.9599], [1.9538, 0.8157, -1.7181], [1.2516, 2.7446, -1.0447], [1.5230, 5.0284, -1.1140], [1.7858, 5.7908, 0.0263], [1.7761, 5.1824, 1.4023], [2.0257, 7.1575, -0.0969], [2.0139, 7.7926, -1.3279], [2.3037, 9.2639, -1.4499], [1.7149, 7.0325, -2.4509], [1.4642, 5.6678, -2.3591], [1.0887, 4.9176, -3.6101], [3.1873, 2.6689, -0.0881], [3.3622, 2.2393, 1.2343], [2.2330, 1.8763, 2.1664], [4.6557, 2.1389, 1.7459], [5.7718, 2.4162, 0.9787], [7.1575, 2.2936, 1.5516], [5.5840, 2.7865, -0.3450], [4.3135, 2.9219, -0.8864], [4.1817, 3.3073, -2.3330], [1.0566, -1.2875, -4.1341], [0.4434, -1.2491, -2.4530], [2.1340, -1.6929, -2.7703], [0.9686, 4.4530, 1.4788], [1.6348, 5.9533, 2.1600], [2.7190, 4.6737, 1.6039], [2.2213, 7.7397, 0.7980], [2.4847, 9.7038, -0.4699], [1.4657, 9.7852, -1.9155], [3.1861, 9.4326, -2.0696], [1.6723, 7.5154, -3.4222], [1.4156, 5.4517, -4.5018], [0.0038, 4.8021, -3.6580], [1.5261, 3.9181, -3.6113], [1.3771, 1.4682, 1.6228], [1.8847, 2.7427, 2.7331], [2.5792, 1.1252, 2.8786], [4.7915, 1.8336, 2.7779], [7.1261, 2.2236, 2.6385], [7.7645, 3.1552, 1.2725], [7.6505, 1.3975, 1.1688], [6.4474, 2.9600, -0.9783], [5.1533, 3.2721, -2.8258], [3.7728, 4.3156, -2.4241], [3.5103, 2.6186, -2.8504]], "lowdin_charge": [0.44, -0.18, 0.54, -0.21, -0.18, -0.26, -0.10, -0.08, -0.16, -0.08, -0.78, 0.69, 0.02, 0.02, 0.01, 0.03, -0.01, 0.02, 0.02, 0.03, 0.02, 0.10, 0.09, 0.07, 0.51, -1.14, -0.03, -0.31, -0.02, -0.10, -0.12, -0.11, -0.50, 0.96, 0.10, 0.10, 0.09, 0.10, -0.04, -0.73, -0.04, -0.31, 1.65, -0.30, -0.29, -0.07, -0.03, -0.28, -0.06, -0.03, -0.32, -0.08, -0.33, -0.31, -0.08, -0.03, -0.28, -0.06, -0.02, -0.28, -0.06, 0.07, 0.05, 0.06, 0.06, 0.08, 0.07, 0.11, 0.07, 0.07, 0.08, 0.11, 0.08, 0.08, 0.03, 0.00, 0.07, 0.07, 0.11, 0.07, 0.07, 0.08, 0.11, 0.08, 0.07, 0.04]}